(1)
Computed, not measured: a structure of composition C5H12N2O, with ωB97M-V with the def2-TZVPD basis set.

Cartesian coordinates (Å):
O  -1.1681  0.2472  -2.1669
N  0.5864  -0.5016  -3.3505
N  0.8213  -0.2307  -0.9576
C  -0.4372  1.5356  0.4156
C  -0.0371  0.0397  0.1839
C  -0.4535  -0.7448  2.5323
C  0.0223  -0.0310  -2.1355
C  0.5918  -0.6136  1.4039
H  0.3182  2.2720  0.0735
H  0.8646  0.7753  -1.6054
H  1.5039  -0.9195  -3.3419
H  -1.0395  -0.4067  0.1085
H  -0.1472  -0.3437  3.5106
H  -0.5506  1.7879  1.4707
H  1.5217  -0.1194  1.7291
H  1.0613  -1.5588  1.0860
H  -0.6885  -1.7810  2.7342
H  -1.3573  1.7820  -0.1103
H  -0.1096  -1.0661  -3.8146
H  -1.3030  -0.1228  2.2344

Calculated values
Total charge: 0
Highest occupied orbital energy in Eh: -0.372
Orbital gap in hartree: 0.3970
Energy above the lowest of the compared OMol25 structures with the same formula, charge and spin in kcal/mol: 76.5
LUMO in eV: 0.6767
Calculated total energy in eV: -10405.108
Multiplicity: 1

Löwdin population analysis, charges in e, atoms 1 to 8: number 1, O, carries 0.05; number 2, N, carries 0.12; number 3, N, carries 0.13; number 4, C, carries -0.05; number 5, C, carries -0.42; number 6, C, carries -0.09; number 7, C, carries -0.67; number 8, C, carries -0.23

(2)
Computed, not measured: an isolated molecule of C4H6, with ωB97M-V with the def2-TZVPD basis set.

Cartesian coordinates (Å):
C  -0.5995  0.8377  -0.6714
C  0.2291  -1.1327  0.2154
C  -0.5250  0.0413  0.6753
C  0.6549  0.3127  -0.1587
H  -0.7858  1.9750  -0.7289
H  1.0313  -1.4633  1.0270
H  -0.9639  0.4328  1.6507
H  -0.8965  0.4564  -1.5902
H  1.7439  0.6110  0.0114
H  0.1116  -2.0709  -0.4306

Calculated values
Total charge: 0
SMILES: C1[C@H]2C[C@@H]12
Highest occupied orbital energy in Eh: -0.348
Orbital gap in hartree: 0.3956
Energy above the lowest of the compared OMol25 structures with the same formula, charge and spin in kcal/mol: 50.7
LUMO in eV: 1.2932
Calculated total energy in eV: -4241.763
Multiplicity: 1

Löwdin population analysis, charges in e, atoms 1 to 8: number 1, C, carries -0.11; number 2, C, carries -0.13; number 3, C, carries -0.21; number 4, C, carries -0.26; number 5, H, carries 0.13; number 6, H, carries 0.12; number 7, H, carries 0.14; number 8, H, carries 0.06

(3)
Computed, not measured: a structure of composition C27H46BBrN6V, with ωB97M-V with the def2-TZVPD basis set.

Cartesian coordinates (Å):
Br  -5.1692  -17.5328  -0.7204
V  -6.1306  -15.8953  -2.1207
N  -7.9638  -15.3101  -2.4756
N  -5.5143  -16.0002  -3.9414
N  -5.3471  -14.6729  -4.4234
N  -5.6713  -13.2452  -2.3395
N  -5.6177  -14.2818  -1.3222
N  -7.8167  -14.2870  -3.4735
C  -9.9326  -14.3722  -2.8912
C  -4.8255  -18.2910  -4.5253
C  -3.2976  -12.3544  -5.4485
C  -5.4606  -12.0510  -1.7437
C  -5.2199  -10.8110  -2.4913
C  -3.8426  -18.8405  -5.5516
C  -5.3908  -13.6265  2.3460
C  -6.2500  -18.6951  -4.7991
C  -3.9535  -16.0709  -5.6009
C  -5.1611  -13.2419  -7.1852
C  -9.4988  -12.8743  -4.8615
C  -4.2692  -10.0121  -1.6011
C  -5.4699  -13.6314  -0.1457
C  -4.6549  -16.7987  -4.6716
C  -5.0883  -14.3880  1.0733
C  -3.5772  -14.6959  1.0541
C  -8.8566  -17.4574  -0.7811
C  -9.8106  -16.3630  -1.2005
C  -9.2734  -15.3893  -2.1911
C  -8.9969  -13.8025  -3.7778
C  -6.4834  -10.0162  -2.8535
C  -5.3783  -12.2507  -0.3556
C  -8.5786  -12.7173  -6.0370
C  -10.2475  -15.5743  0.0414
C  -3.9491  -13.5009  -6.2562
C  -10.0831  -11.5168  -4.3619
C  -4.3803  -14.7191  -5.4320
B  -6.3134  -13.6717  -3.7217
H  -7.2439  -9.9517  -2.0386
H  -4.7578  -11.1222  -3.4372
H  -9.3385  -14.9868  0.3886
H  -4.0820  -11.8024  -4.8835
H  -5.2056  -14.2293  3.2680
H  -2.9057  -18.2256  -5.5145
H  -7.5923  -12.2746  -5.7801
H  -4.8022  -9.3601  -0.9019
H  -7.9847  -17.0677  -0.1842
H  -11.0381  -11.3067  -4.8333
H  -6.2277  -9.0381  -3.2163
H  -5.9585  -12.7205  -6.6800
H  -4.8090  -12.6828  2.4306
H  -7.0727  -10.4302  -3.7055
H  -2.5949  -12.7133  -4.6591
H  -4.4749  -18.4690  -3.4993
H  -10.6896  -16.1159  0.8874
H  -4.8358  -12.6018  -7.9997
H  -3.2273  -15.2298  1.9505
H  -3.3688  -15.3320  0.1734
H  -6.9828  -18.2674  -4.0799
H  -10.9734  -14.7915  -0.3077
H  -10.2968  -11.4127  -3.2754
H  -3.1681  -13.9031  -6.8803
H  -4.2008  -18.6684  -6.5577
H  -3.2972  -16.4318  -6.3647
H  -5.6243  -15.3918  1.1257
H  -3.0331  -13.7397  0.9566
H  -3.5038  -10.6966  -1.1009
H  -9.1715  -12.2270  -6.8465
H  -6.5091  -12.6578  -4.3602
H  -11.0098  -14.2596  -2.7280
H  -9.3918  -18.2249  -0.1597
H  -6.5196  -18.3868  -5.7812
H  -6.4467  -13.2994  2.2750
H  -6.3964  -19.8274  -4.6829
H  -3.7748  -9.2612  -2.2544
H  -2.8098  -11.6669  -6.1924
H  -5.2970  -11.5623  0.4765
H  -8.3610  -13.7598  -6.3232
H  -10.7081  -16.7057  -1.6798
H  -8.5088  -17.8889  -1.7115
H  -9.3061  -10.7707  -4.5962
H  -5.5613  -14.1123  -7.6743
H  -3.6082  -19.9035  -5.4064
H  -10.3925  -13.5129  -5.1829

Calculated values
Total charge: +2
Highest occupied orbital energy (spin up / spin down) in Eh: -0.552 / -0.555
Orbital gap (spin up / spin down) in hartree: 0.2194 / 0.2563
Energy above the lowest of the compared OMol25 structures with the same formula, charge and spin in kcal/mol: 0.0
LUMO (spin up / spin down) in eV: -9.0506 / -8.1348
Calculated total energy in eV: -134079.379
Multiplicity: 2

Löwdin population analysis, charges in e, atoms 1 to 8: number 1, Br, carries 0.44; number 2, V, carries 0.78; number 3, N, carries -0.01; number 4, N, carries -0.03; number 5, N, carries 0.09; number 6, N, carries 0.10; number 7, N, carries -0.03; number 8, N, carries 0.09

(4)
Computed, not measured: a structure of composition C22H16BaF9N2STe, with ωB97M-V with the def2-TZVPD basis set.

Cartesian coordinates (Å):
Ba  0.1966  -0.5972  0.8575
Te  1.4321  -3.8566  0.4254
S  -1.2522  2.1374  1.2100
F  -2.7908  -0.4125  1.7008
F  -5.2518  2.7986  -1.9084
F  -2.9219  3.5663  -0.8596
F  5.2779  1.8155  0.7288
F  2.7897  1.3080  5.5433
F  1.4871  0.5353  3.3537
F  -5.1421  -1.1471  0.6563
F  -6.4088  0.4497  -1.1735
F  6.4910  2.5529  2.9165
N  0.8920  0.5567  -1.6276
N  2.5499  0.5776  0.9139
C  -4.5989  0.0211  0.2870
C  -0.5490  -3.6573  -0.3100
C  -4.6425  2.0182  -1.0048
C  -2.9355  -3.3556  0.0717
C  2.2105  1.1764  -1.4400
C  3.0739  0.4275  -0.4387
C  0.9913  -0.6516  -2.4451
C  4.6963  1.9464  4.3048
C  3.2970  1.0702  1.9044
C  -3.3900  0.4280  0.8231
C  -3.4373  2.3997  -0.4542
C  -2.0796  -3.2716  -2.1624
C  -1.6507  -3.5854  0.5525
C  4.6019  1.6351  1.8956
C  5.2490  2.0376  3.0439
C  2.7486  1.0464  3.2215
C  -3.1583  -3.1959  -1.2886
C  -2.7539  1.6251  0.4969
C  -0.0518  1.4909  -2.2357
C  3.4120  1.4309  4.3539
C  -5.2388  0.8213  -0.6348
C  -0.7960  -3.4934  -1.6792
H  0.0354  -3.5432  -2.3719
H  0.2851  1.8162  -3.2319
H  -0.1776  2.3621  -1.5943
H  1.6155  -1.4100  -1.9699
H  2.7136  1.2630  -2.4181
H  -0.0038  -1.0793  -2.5814
H  -2.2359  -3.1506  -3.2285
H  -3.7635  -3.2945  0.7682
H  -1.0273  1.0126  -2.3463
H  2.0481  2.1840  -1.0530
H  -1.4940  -3.7080  1.6186
H  5.2267  2.2670  5.1874
H  3.0671  -0.6405  -0.7058
H  1.4086  -0.4334  -3.4403
H  -4.1572  -3.0121  -1.6636
H  4.1125  0.7185  -0.5682

Calculated values
Total charge: -1
Highest occupied orbital energy in Eh: -0.169
Orbital gap in hartree: 0.2506
Energy above the lowest of the compared OMol25 structures with the same formula, charge and spin in kcal/mol: 10.4
LUMO in eV: 2.2293
Calculated total energy in eV: -69336.136
Multiplicity: 1

Löwdin population analysis, charges in e, atoms 1 to 8: number 1, Ba, carries 1.50; number 2, Te, carries 0.47; number 3, S, carries 0.45; number 4, F, carries -0.01; number 5, F, carries 0.11; number 6, F, carries 0.07; number 7, F, carries 0.04; number 8, F, carries 0.07

(5)
Computed, not measured: an isolated molecule of C5H9NO2, with ωB97M-V with the def2-TZVPD basis set.

Cartesian coordinates (Å):
O  -0.1238  -1.3772  0.5472
O  0.6017  0.0225  -1.5307
N  1.5101  -0.0324  1.9770
C  -0.8246  0.0531  -1.8790
C  0.5672  0.7535  -0.3059
C  0.6533  0.7077  1.1905
C  -1.6123  0.1892  -0.5452
C  -0.5098  -0.0168  0.4714
H  1.1693  0.0500  2.9903
H  -1.0689  0.8227  -2.6160
H  -2.1119  1.1324  -0.4387
H  -0.7603  -2.0198  0.8125
H  -0.9897  -0.8873  -2.3658
H  -2.3703  -0.6081  -0.5193
H  0.4448  1.7180  1.4909
H  0.2696  1.7586  -0.6722
H  1.3798  -1.0221  1.7565

Calculated values
Total charge: 0
SMILES: N[C@H]1[C@H]2OCC[C@@]21O
Highest occupied orbital energy in Eh: -0.303
Orbital gap in hartree: 0.3290
Energy above the lowest of the compared OMol25 structures with the same formula, charge and spin in kcal/mol: 120.5
LUMO in eV: 0.6972
Calculated total energy in eV: -10911.352
Multiplicity: 1

Löwdin population analysis, charges in e, atoms 1 to 8: number 1, O, carries 0.00; number 2, O, carries -0.09; number 3, N, carries 0.06; number 4, C, carries -0.14; number 5, C, carries -0.20; number 6, C, carries -0.25; number 7, C, carries -0.09; number 8, C, carries -0.34

(6)
Computed, not measured: a cluster of 2 separate species, C2H7N2S in total, with ωB97M-V with the def2-TZVPD basis set.

Cartesian coordinates (Å):
S  1.8723  -1.2960  1.5739
N  -2.7270  0.6885  -0.7758
N  -1.1775  -0.7939  0.2654
C  -1.5914  0.0747  -0.6726
C  2.1594  0.0010  0.3169
H  -0.7469  0.4483  -1.2760
H  2.3783  -0.3664  -0.6908
H  2.9621  0.6646  0.6394
H  1.2609  0.6141  0.1702
H  -2.4622  1.6040  -1.1261
H  -0.1769  -0.8741  0.4787
H  -1.7512  -0.7648  1.0967

Calculated values
Total charge: -1
Highest occupied orbital energy in Eh: -0.100
Orbital gap in hartree: 0.2501
Energy above the lowest of the compared OMol25 structures with the same formula, charge and spin in kcal/mol: 13.8
LUMO in eV: 4.0949
Calculated total energy in eV: -16003.392
Multiplicity: 1

Löwdin population analysis, charges in e, atoms 1 to 8: number 1, S, carries 0.03; number 2, N, carries -0.01; number 3, N, carries 0.08; number 4, C, carries -0.43; number 5, C, carries -0.74; number 6, H, carries 0.10; number 7, H, carries -0.01; number 8, H, carries -0.02